33
Properties=species:S:1:pos:R:3:forces:R:3 method="wB97M-V/def2-TZVPD" relative_energy_kj_mol=110.81 smiles=O.O.O.O.O.O.O.O.O.O.O homo_lumo_gap_ev=10.31 e_homo_ev=-10.45
O -0.926779 0.215261 -3.464225 0.37 -0.17 0.22
H -0.080109 -0.001877 -3.006027 -0.52 0.07 -0.31
H -0.926752 -0.321657 -4.263981 -0.01 0.05 0.07
O 1.893033 2.602028 -1.580894 -0.33 -0.22 -0.13
H 2.109085 3.238429 -2.270804 0.03 -0.05 0.08
H 0.919006 2.640965 -1.492226 0.43 0.11 0.14
O -0.095512 -2.410303 2.864089 0.02 0.32 0.04
H -0.693547 -2.791262 3.517230 0.04 -0.13 -0.16
H -0.644857 -1.769332 2.385854 -0.17 -0.21 -0.01
O -0.922550 2.934452 -1.517523 -0.09 0.11 -0.21
H -1.826832 3.005807 -1.193172 0.13 0.03 0.11
H -0.962160 3.257787 -2.426872 -0.12 -0.18 0.05
O -1.837490 -2.498981 0.313519 0.16 -0.15 0.15
H -1.395451 -3.302194 0.017006 0.03 0.07 0.05
H -1.327999 -1.783619 -0.087253 -0.32 0.02 -0.08
O 0.099819 2.266905 2.921450 -0.09 -0.35 -0.20
H 0.010340 1.455748 2.382081 0.06 0.65 0.16
H 0.701073 2.830037 2.424499 -0.03 -0.09 -0.02
O -2.919309 -0.257174 -1.258058 0.17 -0.01 -0.07
H -2.339970 -0.291620 -2.036019 -0.05 0.20 -0.06
H -2.874355 0.654740 -0.958923 -0.01 -0.01 -0.03
O 1.101409 -2.634013 0.165556 0.27 0.45 0.16
H 0.909108 -2.657113 1.118862 -0.11 -0.31 -0.01
H 2.048069 -2.457850 0.113010 -0.01 -0.26 0.11
O 1.347001 -0.230581 -1.990417 0.58 0.23 0.22
H 1.913727 0.560833 -1.916815 -0.30 0.10 -0.04
H 1.880351 -0.955566 -1.646546 -0.28 -0.06 -0.12
O 1.678589 -0.385790 4.134345 0.11 -0.14 0.19
H 1.100068 -1.157746 4.180017 0.07 0.10 -0.21
H 1.781459 -0.219135 3.193845 -0.05 0.09 0.04
O -0.063258 0.316362 0.784348 0.05 -0.21 0.05
H -0.202280 0.576852 -0.136592 0.04 -0.04 0.09
H 0.547073 -0.430395 0.730635 -0.05 0.01 -0.27

***

10
Properties=species:S:1:pos:R:3:forces:R:3 method="wB97M-V/def2-TZVPD" relative_energy_kj_mol=227.76 homo_lumo_gap_ev=8.28 e_homo_ev=-8.00
N -1.534464 -0.395710 -0.330782 0.09 -0.06 0.10
C -0.229021 -0.064590 -0.065738 0.08 0.28 -0.01
N 0.822560 -0.867177 0.015870 1.45 -1.26 -0.48
C 2.046116 -0.153956 0.200818 -0.25 0.89 0.10
N 1.672328 1.106733 0.274440 0.15 0.13 0.21
N 0.274677 1.139538 0.129755 -0.32 0.09 -0.04
H -2.225103 0.269117 -0.015271 0.06 -0.05 -0.05
H -1.780815 -1.347773 -0.100063 0.04 0.12 -0.03
H 1.057533 -1.780399 -0.354682 -1.31 -0.08 0.21
H -0.223632 2.012153 0.182952 0.02 -0.07 0.00

***

55
Properties=species:S:1:pos:R:3:forces:R:3 method="wB97M-V/def2-TZVPD" relative_energy_kj_mol=62.45 homo_lumo_gap_ev=4.19 charge=-1 e_homo_ev=-1.73
Cu 2.045450 -1.194803 -0.960884 1.22 -1.29 -0.16
O 2.109689 -2.738010 0.453341 -0.10 0.87 0.29
H 1.237498 -3.124718 0.467402 -0.46 -0.31 0.01
O 3.531688 -1.912287 -2.379136 -0.78 0.36 0.24
H 3.217888 -1.386613 -3.124422 0.18 0.01 -0.13
C 3.498128 1.652859 -0.170051 -0.37 -0.06 0.20
O 3.774910 0.796776 -0.966648 0.21 0.14 -0.57
N 3.503698 1.466100 1.172132 0.31 0.43 -0.12
C 3.205140 2.525257 2.092824 -0.07 -0.15 0.02
C 3.761753 0.153058 1.702878 -0.22 -0.02 0.69
H 3.142934 2.660357 -0.475720 0.32 0.06 0.16
H 3.852955 2.418047 2.966473 -0.07 0.06 0.06
H 2.158632 2.488960 2.419661 0.02 0.13 0.10
H 3.425941 3.494029 1.645134 -0.16 0.05 -0.07
H 4.480735 0.239735 2.527621 0.20 -0.10 -0.22
H 2.849284 -0.252983 2.150630 -0.02 -0.22 -0.25
H 4.107110 -0.504019 0.911805 -0.04 -0.13 0.02
C -0.066986 -2.865541 -2.614400 0.06 -0.75 0.18
O 0.351102 -1.751983 -2.457627 -0.53 0.83 -0.21
N -1.365194 -3.258263 -2.393234 0.31 -0.46 -0.16
C -1.798323 -4.630812 -2.551442 0.17 0.39 -0.26
C -2.380815 -2.304285 -2.081614 -0.21 0.37 0.10
H 0.591665 -3.691848 -2.923225 0.01 -0.05 0.05
H -2.481686 -4.713091 -3.406387 -0.08 -0.10 0.13
H -2.303745 -4.970627 -1.645239 -0.05 -0.07 -0.01
H -0.946366 -5.279394 -2.742672 0.10 0.04 0.06
H -3.123624 -2.241968 -2.888142 -0.03 -0.04 0.08
H -2.892044 -2.574179 -1.151068 -0.06 0.02 -0.03
H -1.922629 -1.325892 -1.958512 0.07 0.03 0.04
C -3.714580 1.049701 1.346949 -0.29 0.17 0.42
C -2.997135 1.663576 0.165104 -0.42 -0.11 -0.04
O -1.798624 0.977527 -0.201461 0.01 0.08 -0.31
P -0.426732 1.149786 0.588638 -0.17 0.31 0.02
O 0.726493 0.634915 -0.121747 0.23 -0.46 -0.44
O -0.322522 2.703279 0.897148 -0.23 0.28 0.16
C 0.286290 3.531655 -0.098440 0.00 0.67 -0.21
C -0.689948 3.991208 -1.170319 0.03 -0.27 -0.25
O -0.726896 0.621067 2.022086 -0.01 -0.40 0.84
C -0.444512 -0.761371 2.423213 0.21 0.46 0.31
C -1.402657 -1.743787 1.822429 -0.27 -0.48 -0.72
H -3.304511 1.383213 2.300105 0.18 -0.16 -0.04
H -4.759637 1.377444 1.335638 0.06 -0.05 -0.09
H -3.699685 -0.038126 1.312317 0.04 0.00 -0.06
H -3.658618 1.595785 -0.700235 0.23 -0.01 -0.14
H -2.804484 2.720010 0.355538 0.18 -0.01 -0.07
H 0.647987 4.419713 0.424906 0.05 -0.16 0.15
H 1.146617 3.021596 -0.529829 -0.16 -0.09 -0.03
H -1.529567 4.543913 -0.748054 0.05 0.04 0.08
H -0.162629 4.640397 -1.874026 -0.02 0.03 0.09
H -1.088980 3.158329 -1.755116 0.07 -0.04 0.12
H 0.588129 -1.004818 2.179494 0.05 -0.01 -0.37
H -0.534344 -0.749194 3.509740 0.00 0.11 -0.04
H -2.324402 -1.885646 2.391440 0.10 0.09 0.07
H -1.684294 -1.480160 0.797531 0.13 0.16 0.12
H -0.885546 -2.693875 1.707473 0.00 -0.20 0.23

***

11
Properties=species:S:1:pos:R:3:forces:R:3 method="wB97M-V/def2-TZVPD" relative_energy_kj_mol=182.65 smiles="[H]/N=C/OC(=C)O" homo_lumo_gap_ev=9.58 e_homo_ev=-8.98
C -2.021680 0.202618 0.218237 0.08 -0.02 0.05
C -0.753002 -0.149432 0.018352 -0.34 0.12 0.00
O -0.334338 -0.984834 -0.966632 -0.05 0.02 -0.03
O 0.247069 0.276076 0.827709 -0.06 0.01 0.04
C 1.555710 0.194567 0.445120 0.21 0.02 0.11
N 2.431022 0.432345 1.317000 -0.21 -0.06 -0.35
H -2.293534 0.953291 0.945364 0.13 -0.15 0.05
H -1.047390 -1.007578 -1.617512 0.16 -0.16 0.02
H -2.811726 -0.308517 -0.320558 0.14 0.18 -0.06
H 1.703668 -0.070342 -0.603177 0.01 0.04 0.17
H 3.357400 0.357999 0.903260 -0.08 0.01 0.01